Model 1:
C4H10N2O | ωB97M-V with the def2-TZVPD basis set

Properties
- SMILES: NCCCC(N)=O

Each line ends with the Löwdin charge.
CARTESIAN COORDINATES (ANGSTROEM)
N  -1.170  -1.692  0.092  0.014
C  -0.881  -0.663  1.089  -0.281
C  0.602  -0.239  1.062  -0.205
C  1.196  -0.024  -0.327  -0.123
C  0.203  0.715  -1.237  -0.559
N  0.257  2.080  -1.146  0.153
O  -0.456  0.160  -2.087  0.046
H  -1.381  -2.574  0.522  0.062
H  -1.776  -1.393  -0.651  0.060
H  -1.497  0.239  1.038  0.107
H  -1.089  -1.065  2.077  0.099
H  0.712  0.676  1.661  0.106
H  1.139  -1.027  1.599  0.103
H  2.089  0.597  -0.270  0.106
H  1.313  -0.952  -0.886  0.115
H  -0.346  2.621  -1.741  0.101
H  1.084  2.541  -0.796  0.097

---

Model 2:
C4H10N2O | ωB97M-V with the def2-TZVPD basis set

Properties
- SMILES: CNCCNC=O

Each line ends with the Löwdin charge.
CARTESIAN COORDINATES (ANGSTROEM)
C  1.749  -0.146  -1.639  -0.143
N  0.913  -0.666  -0.555  -0.143
C  0.713  0.316  0.576  -0.192
C  -0.498  -0.277  1.360  -0.189
N  -1.669  -0.392  0.537  0.005
C  -2.491  0.676  0.327  -0.361
O  -2.244  1.834  0.592  0.019
H  1.112  0.316  -2.387  0.073
H  2.325  -0.916  -2.145  0.069
H  2.530  0.529  -1.267  0.074
H  1.388  -1.462  -0.125  0.096
H  0.495  1.246  0.073  0.104
H  1.596  0.415  1.206  0.108
H  -0.184  -1.297  1.584  0.111
H  -0.617  0.343  2.241  0.119
H  -1.640  -1.012  -0.258  0.125
H  -3.478  0.495  -0.121  0.125

---

Model 3:
C4H10N2O | ωB97M-V with the def2-TZVPD basis set

Properties
- SMILES: NCNCCC=O

Each line ends with the Löwdin charge.
CARTESIAN COORDINATES (ANGSTROEM)
N  -2.262  -1.324  -0.321  -0.031
C  -0.969  -1.352  0.452  -0.313
N  0.095  -0.549  -0.167  -0.094
C  -0.120  0.836  -0.378  -0.242
C  0.986  1.694  0.432  -0.158
C  2.239  1.028  0.131  -0.283
O  3.274  1.210  -0.611  -0.028
H  -1.979  -2.026  -1.046  0.066
H  -2.999  -1.951  0.052  0.065
H  -0.607  -2.397  0.360  0.099
H  -1.209  -1.192  1.622  0.151
H  0.241  -1.028  -1.084  0.134
H  0.126  1.216  -1.459  0.146
H  -1.149  1.280  -0.196  0.123
H  1.161  2.769  0.098  0.131
H  0.742  1.722  1.559  0.138
H  2.431  0.062  0.557  0.095

---

Model 4:
C4H10N2O | ωB97M-V with the def2-TZVPD basis set

Properties
- SMILES: CNCCNC=O

Each line ends with the Löwdin charge.
CARTESIAN COORDINATES (ANGSTROEM)
C  -1.150  1.995  -1.408  -0.136
N  -0.514  0.797  -0.901  -0.141
C  -0.233  0.757  0.517  -0.250
C  0.063  -0.629  1.016  -0.189
N  1.080  -1.292  0.187  0.018
C  1.549  -2.499  0.582  -0.379
O  1.309  -2.995  1.663  0.015
H  -0.419  2.728  -1.755  0.073
H  -1.799  1.757  -2.248  0.076
H  -1.803  2.477  -0.667  0.074
H  -1.006  -0.026  -1.219  0.105
H  0.623  1.407  0.722  0.121
H  -1.080  1.145  1.101  0.115
H  -0.791  -1.303  1.095  0.126
H  0.486  -0.584  2.024  0.121
H  1.512  -0.739  -0.536  0.126
H  2.173  -2.997  -0.175  0.126

---

The structure with the least stability is model 3.

---

Model 1:
C4H7NO | ωB97M-V with the def2-TZVPD basis set

Each line ends with the Löwdin charge.
CARTESIAN COORDINATES (ANGSTROEM)
C  -0.870  1.271  0.039  -0.139
C  -1.187  -0.410  -0.169  -0.247
C  0.050  -1.203  0.093  -0.221
C  2.378  -0.096  -0.175  -0.377
H  -1.394  2.201  -0.726  0.113
H  -1.139  1.514  1.105  0.031
H  0.352  1.646  -0.406  0.138
H  -2.147  -0.582  0.707  0.170
H  -1.423  -0.827  -1.289  0.133
H  0.258  -2.211  -0.191  0.089
H  0.370  -1.307  1.274  0.162
N  1.279  -0.365  -0.347  0.081
O  3.472  0.368  0.085  0.066

---

Model 2:
C4H7NO | ωB97M-V with the def2-TZVPD basis set

Each line ends with the Löwdin charge.
CARTESIAN COORDINATES (ANGSTROEM)
O  1.020  -0.391  1.441  -0.004
C  0.158  -0.378  0.257  -0.539
C  0.316  -1.797  0.605  0.121
N  -0.581  1.200  -0.972  -0.035
C  -1.027  0.586  0.303  -0.121
C  0.620  0.331  -1.017  -0.131
H  1.936  -0.505  1.148  0.122
H  -1.218  1.001  -1.730  0.092
H  -0.483  -2.014  1.337  0.028
H  -0.988  1.289  1.142  0.115
H  -2.012  0.102  0.284  0.118
H  0.709  -0.333  -1.886  0.119
H  1.548  0.908  -0.912  0.113

---

Model 3:
C4H7NO | ωB97M-V with the def2-TZVPD basis set

Properties
- SMILES: CN1C[C@H]1C=O

Each line ends with the Löwdin charge.
CARTESIAN COORDINATES (ANGSTROEM)
C  -0.623  1.688  0.556  -0.099
N  -0.131  0.706  -0.394  -0.116
C  -0.919  -0.477  -0.587  -0.117
C  0.407  -0.568  0.118  -0.254
C  1.590  -1.201  -0.449  -0.216
O  1.866  -2.202  0.205  0.001
H  -1.406  2.305  0.097  0.084
H  0.206  2.340  0.843  0.081
H  -1.028  1.207  1.455  0.083
H  -1.784  -0.612  0.070  0.112
H  -1.057  -0.840  -1.602  0.107
H  0.658  -1.457  0.970  0.203
H  2.221  -0.888  -1.284  0.132

---

The structure with the least stability is model 2.

---

Model 1:
C4H7NO | ωB97M-V with the def2-TZVPD basis set

Properties
- SMILES: C=C=N.C=CO

Each line ends with the Löwdin charge.
CARTESIAN COORDINATES (ANGSTROEM)
C  -2.181  -0.410  1.066  -0.014
C  -1.658  0.603  0.418  -0.289
N  -1.218  1.593  -0.160  0.138
H  -1.784  -0.700  2.031  0.054
H  -3.004  -0.966  0.634  0.051
H  -0.442  1.358  -0.785  0.043
C  0.997  -0.740  -1.223  -0.009
C  1.728  0.025  -0.416  -0.305
O  1.610  -0.037  0.937  -0.005
H  0.277  -1.444  -0.816  0.063
H  1.123  -0.676  -2.297  0.057
H  2.455  0.741  -0.802  0.115
H  2.170  0.635  1.341  0.102

---

Model 2:
C4H7NO | ωB97M-V with the def2-TZVPD basis set

Each line ends with the Löwdin charge.
CARTESIAN COORDINATES (ANGSTROEM)
O  0.753  -2.556  1.773  0.078
C  0.895  -2.008  0.791  0.019
C  -1.427  -0.819  0.125  -0.139
N  -1.189  0.416  0.250  -0.039
C  1.073  1.026  -0.081  -0.107
C  -0.308  1.010  -0.745  -0.295
H  1.180  0.098  0.482  -0.012
H  -1.932  -1.351  0.933  0.072
H  -1.111  -1.416  -0.744  0.071
H  1.900  1.043  -0.795  0.074
H  1.167  1.854  0.625  0.075
H  -0.656  2.023  -0.978  0.102
H  -0.289  0.437  -1.689  0.102

---

Model 3:
C4H7NO | ωB97M-V with the def2-TZVPD basis set

Properties
- SMILES: CC(=O)/C=C/N

Each line ends with the Löwdin charge.
CARTESIAN COORDINATES (ANGSTROEM)
C  -1.718  0.291  -0.976  -0.022
C  -0.336  -0.178  -1.352  -0.460
O  -0.070  -0.475  -2.518  0.029
C  0.763  -0.214  -0.351  -0.047
C  0.615  -0.195  0.978  -0.207
N  1.624  -0.231  1.907  0.053
H  -1.902  0.277  0.097  0.056
H  -2.455  -0.369  -1.444  0.088
H  -1.855  1.312  -1.343  0.092
H  1.751  -0.285  -0.795  0.111
H  -0.362  -0.175  1.453  0.112
H  1.402  0.218  2.793  0.095
H  2.543  0.025  1.552  0.099

---

The structure with the least stability is model 1.

---

Model 1:
C4H7NO | ωB97M-V with the def2-TZVPD basis set

Each line ends with the Löwdin charge.
CARTESIAN COORDINATES (ANGSTROEM)
O  2.751  -1.365  -0.273  -0.060
C  1.609  -0.815  -0.619  -0.288
N  1.068  0.052  0.233  0.047
C  -0.158  0.773  0.053  -0.315
C  -1.346  0.392  0.893  -0.106
C  -1.322  0.073  -0.574  -0.110
H  2.192  -1.627  -1.322  0.140
H  1.609  0.217  1.082  0.151
H  -0.030  1.830  -0.174  0.139
H  -1.212  -0.432  1.587  0.104
H  -1.999  1.185  1.247  0.097
H  -1.954  0.649  -1.243  0.102
H  -1.169  -0.959  -0.869  0.098

---

Model 2:
C4H7NO | ωB97M-V with the def2-TZVPD basis set

Properties
- SMILES: C/N=C1/CCO1

Each line ends with the Löwdin charge.
CARTESIAN COORDINATES (ANGSTROEM)
C  -2.152  -0.497  0.808  -0.100
N  -1.139  0.585  0.949  0.036
C  -0.066  0.508  0.295  -0.190
C  1.267  1.066  -0.445  -0.061
C  1.705  -0.374  -0.636  -0.211
O  0.317  -0.735  -0.530  -0.131
H  -1.768  -1.296  0.171  0.063
H  -3.062  -0.083  0.346  0.078
H  -2.468  -0.924  1.772  0.075
H  1.884  1.775  0.082  0.089
H  0.947  1.429  -1.436  0.117
H  2.228  -0.676  -1.571  0.123
H  2.308  -0.776  0.195  0.112

---

The structure with the least stability is model 1.